No. 1
{
  "formula": "C3H7N3O3",
  "method": "ωB97M-V/def2-TZVPD",
  "de_lowest_ev": 3.333,
  "spin_multiplicity": 1,
  "homo_energy_ev": -10.0,
  "e_tot_ev": -13835.2855,
  "gap_ha": 0.368,
  "elements": ["C", "C", "C", "H", "H", "H", "H", "H", "H", "H", "N", "N", "N", "O", "O", "O"],
  "xyz": [[-1.7188, -0.4086, -0.1017], [0.6827, -0.6896, 0.7004], [1.9053, -1.0414, -0.3097], [-3.6374, 0.3188, -0.3801], [-2.4407, 1.4890, -0.3148], [0.1667, -1.6480, 0.9475], [0.9838, -0.2731, 1.6386], [1.5232, -1.2297, -1.3416], [2.3008, -2.0602, 0.0151], [2.7252, 0.8005, -0.3996], [-2.6830, 0.5420, -0.1799], [-0.3935, 0.1205, 0.1241], [-0.2148, 1.3907, -0.1490], [-1.8406, -1.6148, -0.0206], [3.0102, -0.1658, -0.2615], [0.8558, 1.9141, 0.2240]]
}

No. 2
{
  "formula": "CH6N2",
  "method": "ωB97M-V/def2-TZVPD",
  "de_lowest_ev": 1.094,
  "spin_multiplicity": 2,
  "homo_energy_ev": [-11.7, -11.7],
  "e_tot_ev": -4103.0336,
  "charge": 1,
  "gap_ha": [0.182, 0.038],
  "elements": ["N", "H", "H", "H", "C", "N", "H", "H", "H"],
  "xyz": [[5.7820, -0.0683, -4.5422], [5.9342, -0.1590, -5.5441], [5.4678, -0.9607, -4.1657], [4.8831, 0.4229, -4.5584], [-4.0646, 0.3582, 2.7494], [-2.9362, -0.1306, 2.9926], [-4.9720, -0.0478, 3.2601], [-4.1194, 1.1662, 2.0047], [-2.9961, -1.0749, 3.4183]]
}

No. 3
{
  "formula": "C24H30FN3O5S",
  "method": "ωB97M-V/def2-TZVPD",
  "de_lowest_ev": 0.019,
  "spin_multiplicity": 1,
  "homo_energy_ev": -9.1,
  "e_tot_ev": -53636.3180,
  "gap_ha": 0.355,
  "elements": ["C", "H", "H", "H", "C", "C", "H", "H", "H", "H", "C", "N", "C", "O", "C", "N", "S", "O", "O", "C", "C", "C", "C", "C", "C", "H", "H", "F", "H", "H", "H", "H", "H", "C", "C", "C", "C", "C", "C", "H", "H", "H", "H", "H", "H", "C", "O", "N", "H", "C", "H", "H", "C", "H", "C", "H", "H", "C", "H", "C", "H", "O", "H", "H"],
  "xyz": [[-1.1621, -2.1154, 3.9906], [-0.2191, -1.5799, 4.0767], [-1.9034, -1.6301, 4.6232], [-1.0104, -3.1279, 4.3571], [-1.6375, -2.1515, 2.5395], [-2.9355, -2.9477, 2.4282], [-3.7174, -2.4863, 3.0279], [-3.2789, -2.9892, 1.3981], [-2.7825, -3.9640, 2.7833], [-0.8688, -2.6358, 1.9337], [-1.8744, -0.7250, 2.0132], [-0.7004, 0.1457, 2.1389], [0.5087, -0.1905, 1.6741], [0.7562, -1.2320, 1.0767], [1.6722, 0.7588, 1.9695], [2.5821, 0.7418, 0.8384], [1.9724, 1.7564, -0.3637], [2.1374, 3.1003, 0.1007], [0.6365, 1.3628, -0.7292], [3.1082, 1.4174, -1.6973], [2.9027, 0.3100, -2.4997], [3.8112, 0.0338, -3.5080], [4.8979, 0.8766, -3.6750], [5.1081, 1.9869, -2.8726], [4.1945, 2.2547, -1.8683], [4.2988, 3.1061, -1.2156], [5.9674, 2.6161, -3.0408], [5.7815, 0.6084, -4.6530], [3.6893, -0.8180, -4.1578], [2.0377, -0.3179, -2.3425], [2.6177, -0.2101, 0.4792], [2.2045, 0.3957, 2.8553], [1.3586, 1.7889, 2.1296], [-0.9883, 1.4591, 2.6203], [-1.1371, 2.5026, 1.7159], [-1.4498, 3.7675, 2.1813], [-1.6231, 3.9889, 3.5376], [-1.4822, 2.9436, 4.4348], [-1.1655, 1.6756, 3.9797], [-1.0536, 0.8555, 4.6728], [-1.6181, 3.1141, 5.4924], [-1.8696, 4.9767, 3.8968], [-1.5600, 4.5801, 1.4802], [-0.9915, 2.3157, 0.6633], [-2.6548, -0.2589, 2.6261], [-2.4205, -0.7134, 0.5709], [-3.4987, -0.2111, 0.3185], [-1.6496, -1.3364, -0.3317], [-0.6987, -1.5922, -0.0830], [-1.9827, -1.3436, -1.7358], [-2.1613, -2.3756, -2.0583], [-2.9020, -0.7649, -1.8538], [-0.8513, -0.7261, -2.5710], [-0.5403, 0.2109, -2.1012], [-1.2356, -0.5695, -4.0450], [-0.6067, 0.1930, -4.5051], [-2.2783, -0.2924, -4.1742], [-0.9105, -1.9511, -4.6194], [-1.7917, -2.5916, -4.6022], [0.1694, -2.4892, -3.6637], [1.1505, -2.5597, -4.1430], [0.2916, -1.5693, -2.5916], [-0.0939, -3.4818, -3.2780], [-0.5492, -1.8954, -5.6440]]
}

No. 4
{
  "formula": "C33H57BeN3O4Si",
  "method": "ωB97M-V/def2-TZVPD",
  "de_lowest_ev": 0.000,
  "spin_multiplicity": 1,
  "homo_energy_ev": [-6.8, -6.8],
  "e_tot_ev": -56083.1208,
  "gap_ha": [0.142, 0.141],
  "elements": ["O", "O", "C", "C", "H", "H", "H", "H", "H", "C", "C", "H", "H", "H", "H", "H", "C", "C", "C", "H", "H", "H", "H", "H", "C", "H", "H", "H", "H", "H", "H", "N", "C", "C", "C", "C", "H", "H", "H", "C", "H", "H", "H", "N", "C", "C", "C", "C", "H", "C", "H", "C", "H", "C", "C", "C", "C", "C", "C", "H", "C", "H", "C", "H", "C", "C", "Be", "H", "H", "H", "H", "H", "H", "H", "H", "H", "H", "H", "H", "H", "C", "Si", "H", "H", "C", "C", "C", "H", "H", "H", "H", "H", "H", "H", "H", "H", "O", "N", "O"],
  "xyz": [[0.8860, -1.9312, -3.2181], [-1.6052, -1.9612, -5.0720], [2.2632, -2.3258, -3.2339], [2.8140, -2.7961, -1.9001], [2.8073, -1.4360, -3.5857], [2.3791, -3.1158, -3.9922], [2.4154, -2.2301, -1.0488], [3.9011, -2.6766, -1.9016], [2.5967, -3.8597, -1.7463], [-0.0125, -2.8726, -2.5822], [-0.1145, -4.2014, -3.2840], [-0.9849, -2.3698, -2.5962], [0.2801, -2.9828, -1.5258], [-0.5180, -4.0477, -4.2895], [-0.8128, -4.8263, -2.7182], [0.8528, -4.7112, -3.3243], [-2.9916, -1.6607, -4.9538], [-0.8674, -1.1657, -5.9934], [-3.7011, -2.9137, -4.4816], [-3.4029, -1.3222, -5.9244], [-3.1221, -0.8440, -4.2177], [-3.6867, -3.6780, -5.2704], [-4.7455, -2.6866, -4.2540], [-3.2297, -3.3299, -3.5834], [-0.7940, -1.7891, -7.3760], [0.1326, -1.1048, -5.5508], [-1.2900, -0.1491, -6.0530], [-0.3281, -2.7782, -7.3326], [-0.1861, -1.1464, -8.0171], [-1.7914, -1.8803, -7.8176], [-0.6487, -0.4634, 1.3405], [1.5771, 1.1782, 0.7116], [1.5437, 2.4142, 1.2078], [0.3895, 3.2113, 1.1566], [-0.9122, 2.7880, 0.8691], [2.7703, 2.9889, 1.8612], [3.6556, 2.8877, 1.2203], [2.9805, 2.4922, 2.8201], [2.5974, 4.0525, 2.0539], [-2.0188, 3.8033, 0.9670], [-2.4760, 3.7932, 1.9682], [-2.8049, 3.6290, 0.2232], [-1.5975, 4.8009, 0.8003], [-1.1991, 1.5079, 0.6186], [2.6489, 0.2749, 0.9621], [3.7026, 0.1295, 0.0300], [3.8211, 0.9569, -1.2117], [4.6755, -0.8466, 0.2497], [5.4985, -0.9232, -0.4646], [4.5906, -1.7197, 1.3301], [5.3274, -2.5157, 1.4516], [3.5672, -1.5618, 2.2606], [3.4847, -2.2217, 3.1268], [2.6342, -0.5342, 2.1213], [1.6176, -0.3380, 3.1964], [-2.4387, 0.9314, 1.0188], [-3.3856, 0.5310, 0.0481], [-3.2418, 0.9902, -1.3652], [-4.4615, -0.2706, 0.4306], [-5.1546, -0.6228, -0.3358], [-4.6516, -0.6064, 1.7721], [-5.4982, -1.2311, 2.0644], [-3.7770, -0.1245, 2.7432], [-3.9449, -0.3412, 3.8014], [-2.6672, 0.6433, 2.3861], [-1.7582, 1.1781, 3.4480], [0.1640, 0.4864, 0.0216], [3.6501, 0.3438, -2.1108], [4.8451, 1.3512, -1.3019], [3.1280, 1.8003, -1.2259], [1.3694, 0.7149, 3.3643], [2.0091, -0.7413, 4.1391], [0.6948, -0.9083, 2.9704], [-3.9659, 0.4856, -2.0182], [-2.2354, 0.7814, -1.7439], [-3.4069, 2.0734, -1.4631], [-0.6983, 1.0942, 3.1742], [-1.9033, 0.6215, 4.3824], [-1.9625, 2.2379, 3.6641], [0.5070, 4.2530, 1.4465], [0.1334, 0.3226, -1.7691], [0.3154, 1.7589, -2.9646], [1.0764, -0.2516, -1.8356], [-0.6468, -0.3964, -2.0494], [1.6338, 1.2625, -4.2345], [0.8561, 3.4132, -2.2549], [-1.2778, 2.0750, -3.9254], [-1.7668, 1.1464, -4.2479], [-1.0344, 2.6506, -4.8306], [-1.9979, 2.6629, -3.3410], [2.5579, 0.9215, -3.7547], [1.8797, 2.1282, -4.8664], [1.2758, 0.4508, -4.8796], [1.7248, 3.3414, -1.5884], [0.0479, 3.9008, -1.6928], [1.1364, 4.0855, -3.0832], [-0.4213, -3.2984, 2.0363], [-0.8261, -2.2529, 2.3179], [-0.1080, -0.8909, 0.6493]]
}